A 10-piece molecular cluster, C39H82ClF8N11O16S8 overall in a non-equilibrium geometry. Source: the Open Molecules 2025 dataset; level of theory: ωB97M-V/def2-TZVPD.

Each line ends with the Mulliken charge.
Positions of all 165 atoms, in Å:
C1 -0.603 -0.573 5.506  -1.542
C2 -1.774 -0.470 4.468  0.839
C3 -1.191 -0.124 3.108  -0.034
C4 -0.553 -1.514 2.473  -1.311
N1 0.382 -1.252 1.243  1.370
C5 0.564 -2.543 0.475  -0.645
C6 -0.231 -2.360 -0.811  0.209
C7 -0.147 -0.915 -1.079  1.618
C8 -0.291 -0.238 0.320  -0.380
C9 1.771 -0.766 1.669  0.465
H1 0.104 0.239 5.338  0.155
H2 -0.012 -1.473 5.336  0.322
H3 -0.984 -0.742 6.514  0.547
H4 -2.429 0.282 4.909  -0.846
H5 -2.212 -1.462 4.580  0.281
H6 -0.376 0.595 3.024  0.060
H7 -2.051 0.236 2.543  0.378
H8 -1.399 -2.097 2.107  0.273
H9 0.045 -2.141 3.135  0.771
H10 1.624 -2.599 0.229  0.457
H11 0.228 -3.420 1.029  0.264
H12 0.041 -3.094 -1.570  -0.742
H13 -1.267 -2.375 -0.471  0.139
H14 0.870 -0.786 -1.449  -0.410
H15 -0.848 -0.656 -1.872  -0.351
H16 0.181 0.740 0.413  -0.669
H17 -1.362 -0.255 0.521  0.336
H18 2.311 -1.577 2.157  -0.424
H19 1.585 0.113 2.286  -0.557
H20 2.325 -0.491 0.772  0.297
C10 3.196 -4.248 -2.464  -0.592
C11 3.115 -5.187 -3.712  -0.898
C12 1.990 -4.729 -4.649  -0.563
C13 0.509 -4.907 -4.184  -0.856
N2 -0.600 -4.149 -4.989  0.523
C14 -0.541 -2.581 -4.857  -0.226
C15 -1.912 -1.983 -4.574  0.038
C16 -2.615 -3.152 -3.770  -0.160
C17 -2.074 -4.350 -4.521  -0.752
C18 -0.377 -4.623 -6.470  -1.114
H21 4.213 -4.106 -2.097  0.470
H22 2.520 -4.372 -1.618  0.251
H23 2.952 -3.256 -2.843  -0.125
H24 2.910 -6.150 -3.244  0.284
H25 4.089 -5.121 -4.197  0.412
H26 2.355 -5.278 -5.517  0.363
H27 2.122 -3.711 -5.018  0.445
H28 0.262 -4.586 -3.172  0.366
H29 0.154 -5.935 -4.251  0.615
H30 -0.018 -2.057 -5.657  0.273
H31 0.097 -2.444 -3.983  -0.013
H32 -2.460 -1.683 -5.467  0.416
H33 -1.782 -1.001 -4.117  -0.458
H34 -3.686 -3.001 -3.902  0.446
H35 -2.276 -3.176 -2.734  -0.116
H36 -2.778 -4.630 -5.304  0.366
H37 -2.244 -5.263 -3.951  0.423
H38 0.471 -4.026 -6.806  0.428
H39 -1.208 -4.240 -7.061  0.450
H40 -0.311 -5.709 -6.522  0.309
C19 -4.588 3.748 -5.347  -1.097
C20 -3.880 4.735 -4.371  -0.632
C21 -2.349 4.760 -4.458  -0.249
C22 -1.760 3.442 -3.970  -1.080
N3 -0.268 3.375 -4.110  1.063
C23 0.035 3.263 -5.574  -0.721
C24 1.441 2.655 -5.582  -0.932
C25 1.253 1.461 -4.619  1.205
C26 0.307 1.987 -3.596  0.609
C27 0.407 4.546 -3.420  -1.174
H41 -4.106 2.771 -5.359  0.289
H42 -4.791 4.078 -6.365  0.317
H43 -5.566 3.494 -4.936  0.328
H44 -4.276 4.739 -3.356  0.404
H45 -4.091 5.779 -4.602  0.421
H46 -1.928 5.502 -3.779  0.322
H47 -2.052 4.935 -5.492  0.313
H48 -2.060 2.495 -4.420  0.423
H49 -1.898 3.399 -2.890  0.243
H50 0.011 4.235 -6.066  0.441
H51 -0.681 2.540 -5.965  0.296
H52 2.191 3.432 -5.438  0.328
H53 1.733 2.099 -6.474  0.553
H54 2.156 1.132 -4.105  -0.680
H55 0.841 0.555 -5.063  -0.077
H56 0.658 2.187 -2.584  -0.236
H57 -0.490 1.254 -3.468  -0.621
H58 -0.204 4.822 -2.561  0.436
H59 0.633 5.350 -4.120  0.116
H60 1.438 4.340 -3.135  0.423
C28 -4.258 -1.554 1.168  0.026
C29 -5.685 -1.795 1.791  -0.803
N4 -5.471 -1.912 3.264  0.353
C30 -5.411 -3.049 4.064  -0.471
C31 -5.119 -2.569 5.315  -0.356
N5 -5.217 -1.185 5.427  0.375
C32 -5.424 -0.786 4.137  -0.501
C33 -4.942 -0.349 6.564  -0.541
H61 -3.669 -2.394 0.799  0.338
H62 -3.701 -0.938 1.875  -0.362
H63 -4.334 -1.036 0.212  0.276
H64 -6.077 -2.723 1.376  0.315
H65 -6.332 -0.958 1.529  0.311
H66 -5.529 -4.086 3.784  0.419
H67 -4.878 -2.972 6.287  0.499
H68 -5.592 0.240 3.847  0.358
H69 -5.878 -0.020 7.015  0.302
H70 -4.447 0.568 6.245  0.126
H71 -4.330 -0.937 7.247  0.332
C34 3.151 1.142 6.028  -1.594
C35 2.983 0.726 4.581  0.589
N6 4.161 1.162 3.867  0.815
C36 5.253 0.460 3.312  -0.584
C37 6.213 1.210 2.746  -0.470
N7 5.707 2.464 2.851  0.169
C38 4.497 2.456 3.483  -0.472
C39 6.409 3.585 2.243  -0.784
H72 4.200 0.989 6.283  0.483
H73 2.524 0.560 6.703  0.379
H74 3.051 2.212 6.212  0.396
H75 2.169 1.217 4.046  0.002
H76 2.784 -0.344 4.532  -0.144
H77 5.359 -0.560 3.650  0.543
H78 7.206 0.942 2.417  0.485
H79 3.873 3.301 3.733  0.454
H80 5.712 4.058 1.551  0.298
H81 7.390 3.306 1.858  0.293
H82 6.528 4.340 3.020  0.378
Cl1 -3.390 0.539 -2.290  -0.755
N8 3.478 -2.609 4.156  0.222
S1 2.818 -3.399 5.237  0.670
O1 3.342 -4.526 5.997  -0.621
O2 1.376 -3.298 5.260  -0.637
F1 3.096 -2.233 6.331  -0.366
S2 3.691 -3.985 3.205  0.867
O3 2.478 -4.427 2.545  -0.549
O4 4.680 -4.964 3.627  -0.582
F2 4.388 -3.170 2.036  -0.223
N9 4.737 1.238 -3.111  -0.560
S3 4.596 1.442 -1.474  1.090
O5 5.187 2.702 -1.094  -0.654
O6 4.639 0.328 -0.528  -0.525
F3 3.041 1.870 -1.515  -0.162
S4 4.420 -0.240 -3.086  1.172
O7 3.159 -0.738 -2.520  -0.351
O8 5.531 -1.132 -2.992  -0.717
F4 4.167 -0.249 -4.690  -0.412
N10 0.898 5.425 1.367  -0.518
S5 0.870 3.760 1.029  0.799
O9 1.853 2.882 1.667  -0.166
O10 0.324 3.368 -0.249  -0.506
F5 -0.434 3.433 1.956  -0.186
S6 2.115 5.503 0.427  0.903
O11 1.840 5.651 -1.036  -0.545
O12 3.428 4.935 0.843  -0.509
F6 2.429 7.018 0.850  -0.339
N11 -4.600 2.371 4.305  0.126
S7 -3.200 3.227 4.628  0.889
O13 -2.428 2.686 5.721  -0.598
O14 -3.283 4.664 4.528  -0.532
F7 -2.622 2.673 3.254  -0.109
S8 -5.615 3.188 4.901  0.880
O15 -6.496 3.937 4.002  -0.676
O16 -5.335 3.675 6.264  -0.628
F8 -6.545 1.950 5.359  -0.326

Force components x, y, z for each atom (eV/Å):
C -0.085 -0.846 -0.814
C 2.347 0.182 2.290
C 0.196 -2.662 -1.051
C -0.378 1.914 -0.414
N -0.360 -0.111 1.101
C 0.280 -0.075 -0.841
C -1.209 -0.337 2.208
C 2.070 1.129 -0.933
C -0.207 -1.396 -1.720
C -1.061 0.079 -0.270
H -0.285 0.400 0.734
H 0.001 -0.145 -0.242
H 0.163 0.763 0.151
H -0.268 0.123 -0.690
H -0.576 -0.043 -0.841
H -0.347 0.432 0.772
H 0.479 -0.044 -0.725
H 0.137 -0.128 -0.224
H -0.080 0.314 0.414
H 0.005 -0.296 0.207
H 0.348 0.270 0.347
H -0.185 0.276 -0.047
H -0.624 -1.390 -0.418
H 0.227 0.786 -0.222
H -0.250 0.722 0.482
H -0.238 -0.085 0.041
H 0.150 0.453 0.321
H -0.323 0.149 0.260
H 0.388 -0.147 0.020
H -0.125 0.129 -0.087
C 0.306 1.292 -0.908
C -0.925 1.421 3.113
C 0.116 -0.201 -0.833
C -0.929 0.020 -0.042
N -0.561 0.550 -1.837
C 1.017 0.106 0.437
C 0.171 -0.853 0.142
C 1.314 1.849 -1.177
C -0.861 -1.906 0.465
C -0.944 1.813 1.058
H -0.042 -0.391 0.176
H -0.039 -0.738 -0.103
H 0.051 0.350 0.120
H 0.193 -0.544 -0.900
H -0.304 -0.363 -0.234
H -1.515 -0.509 -0.667
H 0.214 0.428 0.663
H 0.785 0.044 0.201
H 0.286 -0.143 -0.007
H 0.043 -0.671 -0.401
H -0.018 0.062 0.160
H -0.120 -0.680 -0.297
H -0.144 -0.249 0.887
H 0.059 -0.462 0.475
H -0.353 0.272 0.033
H 0.728 0.684 -1.081
H 1.084 -0.140 0.555
H 0.340 -0.782 -0.003
H -0.195 -0.278 0.133
H 0.248 0.287 0.073
C -0.341 -0.122 1.163
C 0.000 1.135 -0.917
C -0.050 -1.529 0.348
C 0.659 -0.092 1.124
N 0.714 -0.861 -0.568
C 1.466 0.018 -0.114
C -0.370 -1.536 -1.025
C 1.379 1.019 1.245
C -1.550 0.627 1.465
C 0.739 -0.292 -0.462
H 0.318 0.080 -0.144
H 0.490 0.322 0.059
H -0.145 0.186 0.055
H 0.316 -0.953 0.153
H -0.594 0.060 -0.624
H -0.205 0.390 -0.369
H -0.012 0.297 -0.012
H -0.733 0.348 0.078
H -0.471 -0.413 0.007
H -0.368 -0.156 0.065
H -0.087 0.299 -0.232
H 0.166 -0.426 0.738
H -0.262 0.859 -0.744
H 0.143 0.183 -0.257
H -0.045 0.326 -0.605
H 0.436 0.041 -0.201
H -0.679 0.580 0.054
H 0.408 0.087 -0.105
H -1.043 0.231 -0.166
H -0.328 -0.801 0.558
C -0.762 0.547 -0.610
C 2.252 -0.365 -0.372
N -1.566 2.284 2.338
C 1.058 1.555 1.042
C -0.417 0.133 2.071
N -0.081 -1.290 -5.406
C -0.046 -2.008 -0.552
C -0.129 0.585 0.573
H -0.211 -0.693 0.941
H 0.195 -0.046 -0.272
H -0.304 0.701 0.103
H -0.322 0.064 0.473
H -0.008 -0.114 0.437
H 0.197 0.314 -0.413
H -0.163 -1.062 -0.409
H 0.252 0.041 -0.193
H 0.046 -0.257 0.143
H 0.236 -0.200 -0.028
H -0.068 0.267 0.069
C 0.413 0.216 0.475
C -0.734 0.534 0.343
N 4.514 2.413 -3.908
C -0.888 -3.264 2.375
C -1.533 -0.304 0.894
N -0.988 0.722 0.281
C 0.119 -1.299 0.402
C -1.119 1.577 0.803
H -0.013 -0.546 0.220
H 0.011 0.158 -0.081
H -0.575 0.049 -0.218
H -0.301 0.112 0.370
H 0.686 0.018 -0.345
H -0.174 -0.255 -0.521
H -0.323 0.193 -0.218
H 0.198 0.170 -0.449
H 0.446 -0.230 -0.647
H -0.487 -0.189 -0.143
H 0.371 0.006 0.076
Cl 0.345 -0.325 -0.150
N 2.489 -2.471 -4.458
S -4.526 0.488 10.765
O 0.074 0.786 -2.438
O -0.059 -0.773 -1.407
F 0.404 0.594 0.474
S 2.246 -0.631 -3.649
O 0.674 0.259 1.109
O -1.712 1.871 -0.591
F 0.324 0.017 -0.054
N 0.458 1.794 3.904
S -0.759 4.269 2.068
O 0.350 -1.510 -0.294
O 0.376 1.393 -1.709
F 0.005 -0.479 0.407
S -1.281 -6.214 -3.802
O 1.076 1.018 -0.952
O 0.078 0.009 0.585
F -0.590 -0.466 -0.084
N -0.459 -4.764 -0.385
S -4.655 -3.819 3.344
O -0.918 1.360 -0.923
O 1.116 0.484 0.264
F 0.924 0.561 -0.287
S 6.863 6.418 -3.786
O 0.546 -0.999 3.261
O -2.994 0.008 -1.086
F -0.185 0.387 -0.356
N 7.123 -2.025 -2.206
S 0.933 -0.067 -0.603
O -0.663 -0.106 -1.353
O -0.008 -1.804 -0.373
F 1.046 0.450 0.575
S -9.166 4.790 5.207
O 1.740 -0.999 1.481
O 0.065 0.283 -2.344
F -1.205 -0.923 -0.375

Output
Orbital gap   7.47 eV
HOMO level   -0.3016 Eh
Strongest force on any atom   11.69 eV Å⁻¹
LUMO level   -0.740 eV
Calculated total energy   -7785.52213 a.u.